Entry from the OMol25 dataset: a structure of composition C7H15N at a distorted geometry (ωB97M-V/def2-TZVPD).

E_LUMO   0.941 eV
E_HOMO   -0.279 Ha
Kohn-Sham gap   8.5 eV

Cartesian coordinates (Å):
C 0.4986 -1.4228 0.5544
C -0.0825 -0.2347 -0.4199
C 0.6505 1.0993 -0.4087
C 1.3378 -1.1370 1.7746
C -0.6022 -0.7304 -1.7580
C -0.2253 2.2179 -0.9745
C -1.1269 -0.3589 0.7092
N -1.1858 0.5036 1.6793
H 0.0698 -2.4101 0.4038
H 1.1829 -1.2399 -0.3875
H -2.1073 0.5578 2.1039
H -1.9767 -0.9899 0.4133
H 0.8901 1.3546 0.6233
H 1.5784 1.0086 -0.9789
H 2.0716 -0.3560 1.5994
H 1.8701 -2.0334 2.0937
H 0.6819 -0.7739 2.5693
H -1.4144 -0.0861 -2.0926
H -0.9855 -1.7473 -1.6779
H 0.1921 -0.7291 -2.5052
H -0.4350 2.0726 -2.0333
H -1.1640 2.2597 -0.4265
H 0.2818 3.1753 -0.8610